No. 1
{
  "formula": "C30H24MoN4O4S2",
  "method": "ωB97M-V/def2-TZVPD",
  "symbols": ["Mo", "O", "C", "C", "C", "C", "C", "C", "C", "O", "N", "N", "C", "C", "C", "C", "C", "C", "C", "O", "H", "H", "H", "H", "H", "H", "H", "H", "H", "H", "C", "C", "N", "N", "C", "S", "S", "C", "C", "C", "C", "C", "C", "C", "C", "C", "C", "C", "C", "C", "O", "H", "H", "H", "H", "H", "H", "H", "H", "H", "H", "H", "H", "H", "H"],
  "coordinates": [[-0.457, -0.132, 0.998], [-4.671, 1.196, 0.968], [-4.458, 2.010, 2.022], [-5.413, 3.004, 2.223], [-5.298, 3.879, 3.279], [-4.223, 3.796, 4.172], [-3.273, 2.828, 3.984], [-3.363, 1.923, 2.905], [-2.295, 0.965, 2.746], [-2.269, 0.157, 1.651], [-1.298, 0.851, 3.568], [-0.465, -0.161, 3.059], [-0.052, -1.121, 3.811], [0.477, -2.350, 3.274], [1.116, -3.248, 4.141], [1.506, -4.496, 3.705], [1.224, -4.896, 2.399], [0.565, -4.051, 1.526], [0.206, -2.783, 1.952], [-0.442, -1.971, 1.065], [-4.016, 0.495, 0.934], [-6.249, 3.051, 1.539], [-6.056, 4.638, 3.423], [-4.144, 4.486, 4.999], [-2.431, 2.746, 4.657], [-0.210, -1.019, 4.882], [1.305, -2.945, 5.163], [2.013, -5.169, 4.381], [1.511, -5.884, 2.066], [0.321, -4.353, 0.516], [0.683, -0.177, -3.334], [0.002, 0.272, -2.087], [0.318, -0.338, -0.946], [1.421, -1.181, -1.017], [2.182, -1.077, 0.006], [1.822, -0.014, 1.412], [3.660, -1.941, 0.225], [3.895, -2.635, -1.434], [4.038, -1.639, -2.562], [3.761, -2.088, -3.851], [3.898, -1.237, -4.937], [4.306, 0.076, -4.747], [4.585, 0.528, -3.465], [4.455, -0.327, -2.377], [-0.918, 1.378, -2.100], [-1.439, 1.908, -3.296], [-2.184, 3.063, -3.287], [-2.411, 3.747, -2.090], [-1.927, 3.256, -0.893], [-1.213, 2.068, -0.904], [-0.790, 1.546, 0.252], [1.763, -0.187, -3.186], [0.447, 0.457, -4.178], [0.393, -1.209, -3.550], [3.071, -3.321, -1.627], [4.801, -3.234, -1.316], [3.444, -3.113, -4.007], [3.694, -1.604, -5.935], [4.420, 0.739, -5.594], [4.922, 1.544, -3.309], [4.700, 0.036, -1.386], [-1.278, 1.395, -4.232], [-2.592, 3.447, -4.212], [-2.986, 4.663, -2.095], [-2.108, 3.758, 0.048]],
  "mulliken_charge": [0.43, -0.67, 0.66, -0.65, -0.37, -0.77, -0.71, 0.22, 1.40, -0.91, -1.09, 0.76, -0.37, 0.44, -0.86, -0.74, -0.53, -0.38, 1.13, -0.49, 0.36, 0.49, 0.42, 0.44, 0.49, 0.51, 0.46, 0.46, 0.46, 0.55, -0.56, 1.27, 0.23, -0.40, 0.51, 0.01, 0.00, -1.06, 0.64, -0.49, -0.58, -0.56, -0.67, -0.15, -0.05, -0.92, -0.96, -0.61, -0.47, 0.69, -0.45, -0.31, 0.40, 0.38, 0.39, 0.52, 0.40, 0.42, 0.43, 0.43, 0.48, 0.48, 0.45, 0.44, 0.56],
  "lumo_energy_ev": -9.086,
  "total_energy_ha": -2541.59670,
  "gap_ha": 0.166,
  "charge": 2,
  "e_homo_ev": -13.61
}

=====

No. 2
{
  "formula": "C17H18N2O6",
  "method": "ωB97M-V/def2-TZVPD",
  "symbols": ["C", "O", "C", "C", "C", "C", "C", "C", "N", "C", "C", "O", "C", "O", "C", "C", "C", "C", "N", "O", "O", "C", "C", "C", "O", "H", "H", "H", "H", "H", "H", "H", "H", "H", "H", "H", "H", "H", "H", "H", "H", "H", "H"],
  "coordinates": [[-4.787, -3.178, 0.892], [-3.729, -2.291, 1.160], [-3.242, -1.529, 0.123], [-3.713, -1.533, -1.176], [-3.125, -0.708, -2.130], [-2.077, 0.114, -1.790], [-1.585, 0.135, -0.481], [-0.470, 0.983, -0.100], [0.110, 1.720, -0.953], [1.199, 2.586, -0.618], [0.631, 4.012, -0.441], [-0.258, 4.114, 0.645], [2.096, 2.193, 0.598], [1.465, 2.341, 1.843], [2.592, 0.778, 0.430], [2.236, -0.216, 1.337], [2.655, -1.516, 1.152], [3.444, -1.828, 0.051], [3.872, -3.183, -0.157], [3.485, -4.026, 0.627], [4.595, -3.411, -1.106], [3.830, -0.842, -0.851], [3.406, 0.455, -0.655], [-2.170, -0.691, 0.481], [-1.713, -0.694, 1.756], [-4.503, -3.924, 0.145], [-5.681, -2.644, 0.555], [-5.000, -3.676, 1.837], [-4.533, -2.172, -1.462], [-3.502, -0.723, -3.141], [-1.604, 0.757, -2.514], [-0.183, 0.915, 0.949], [1.842, 2.611, -1.507], [1.443, 4.713, -0.233], [0.135, 4.308, -1.374], [-0.999, 3.514, 0.487], [2.972, 2.868, 0.551], [0.917, 3.142, 1.812], [1.635, 0.046, 2.192], [2.383, -2.297, 1.845], [4.454, -1.109, -1.689], [3.711, 1.224, -1.348], [-2.234, -1.339, 2.257]],
  "mulliken_charge": [-0.94, -0.47, 1.04, -0.44, -0.94, -0.71, 0.20, -0.33, -0.39, -0.08, -0.78, -0.57, -0.43, -0.62, 0.03, -0.11, -0.50, -0.01, 1.00, -0.62, -0.62, -0.61, -0.55, 0.22, -0.55, 0.37, 0.37, 0.25, 0.40, 0.37, 0.47, 0.80, 0.49, 0.35, 0.37, 0.32, 0.50, 0.54, 0.50, 0.48, 0.48, 0.37, 0.34],
  "smiles": "COc1cccc(/C=N/[C@@H](CO)[C@@H](O)c2ccc([N+](=O)[O-])cc2)c1O",
  "lumo_energy_ev": -0.304,
  "total_energy_ha": -1219.44586,
  "gap_ha": 0.304,
  "e_homo_ev": -8.57
}

=====

No. 3
{
  "formula": "C4H8O2",
  "method": "ωB97M-V/def2-TZVPD",
  "symbols": ["O", "C", "C", "C", "O", "C", "H", "H", "H", "H", "H", "H", "H", "H"],
  "coordinates": [[1.585, 0.647, -0.746], [1.358, 0.116, 0.375], [-0.676, 0.913, 0.783], [-0.817, -0.363, 0.073], [-0.659, -0.087, -1.582], [0.459, -1.117, 0.340], [0.346, 0.264, -1.499], [2.019, 0.334, 1.220], [-0.303, 1.766, 0.225], [-1.520, 1.181, 1.424], [-1.749, -0.929, 0.160], [-1.192, 0.718, -1.715], [0.776, -1.875, -0.392], [0.372, -1.569, 1.332]],
  "mulliken_charge": [-0.63, 0.07, -1.03, -0.19, -0.58, -0.51, 0.53, 0.37, 0.33, 0.27, 0.37, 0.43, 0.24, 0.32],
  "lumo_energy_ev": 0.659,
  "total_energy_ha": -307.53598,
  "gap_ha": 0.291,
  "e_homo_ev": -7.26
}

=====

No. 4
{
  "formula": "C3H3O2P",
  "method": "ωB97M-V/def2-TZVPD",
  "symbols": ["C", "C", "C", "O", "O", "P", "H", "H", "H"],
  "coordinates": [[0.746, -1.103, 0.015], [-1.682, 0.635, 0.044], [0.639, 0.379, -0.088], [-2.703, 1.218, -0.075], [-0.492, 1.050, 0.392], [-0.491, -2.251, 0.091], [1.802, -1.511, 0.318], [1.355, 0.937, 0.473], [0.823, 0.646, -1.172]],
  "mulliken_charge": [-0.22, 0.21, -0.25, -0.34, -0.20, -0.02, 0.26, 0.30, 0.27],
  "lumo_energy_ev": [-0.891, -0.388],
  "total_energy_ha": -607.80269,
  "gap_ha": [0.286, 0.298],
  "e_homo_ev": [-8.66, -8.49]
}